Molecular formula: C3H8O2
Method: DFT, ωB97M-V/def2-TZVPD

The geometry in ORCA input format:
```
! RIJCOSX wB97M-V def2-TZVPD def2/J DEFGRID3
* xyz 0 1
H -0.547 1.689 -0.613
H 1.226 0.352 -1.792
H 1.973 -1.322 0.017
H -1.159 0.158 -1.235
O 1.128 -1.205 -0.432
H -0.356 -1.578 0.674
O -1.152 -1.176 1.058
H 1.624 0.795 -0.121
C -0.489 0.600 -0.487
C -0.978 0.213 0.909
H -0.273 0.620 1.661
H -1.953 0.674 1.103
C 0.955 0.182 -0.741
*
```

Values from the calculation:
- Orbital gap: 10.65 eV
- SMILES: OCCCO
- Relative energy (zero: lowest compared OMol25 entry of this formula, charge and spin): 78.0 kJ/mol